Entry from the Open Molecules 2025 dataset: one molecule with the formula CHNOS2 (wB97M-V/def2-TZVPD).

Cartesian coordinates (Å):
1 C -0.13841 1.01798 -0.40160
2 N 0.14102 -0.19228 0.30781
3 O 0.61047 -2.33479 1.46192
4 S -1.44508 1.99807 -0.54239
5 S 0.18522 -1.72503 0.20919
6 H 0.64679 1.23606 -1.03494

2S+1   1
ΔE to the lowest compared entry with this formula, charge and spin   91.8 kJ/mol
HOMO   -9.3 eV
Gap between HOMO and LUMO   7.9 eV